(1)
A cluster of 2 separate species, C3H5N2O3 in total at a distorted geometry, computed with the ωB97M-V functional and the def2-TZVPD basis.

Computed properties:
ΔE to the lowest compared entry with this formula, charge and spin, kcal per mole: 207.3
HOMO level (spin up / spin down), eV: -2.4 / -2.4
Net charge: -1
Kohn-Sham gap (spin up / spin down), Ha: 0.2229 / 0.2228
LUMO level (spin up / spin down), eV: 3.66 / 3.66

The geometry in XYZ format:
```
13
C3H5N2O3, DFT the ωB97M-V functional and the def2-TZVPD basis
O 0.96479 -2.69095 0.86273
O -0.97046 -3.18507 1.69175
O -0.18336 1.21938 1.31592
N -0.64667 -1.06608 1.18338
N -0.15624 -2.36921 1.24886
C 0.06835 1.79295 -1.70760
C 0.27808 0.46109 -1.61876
C 0.13487 -0.08309 1.05050
H 0.22270 -0.08875 -2.60572
H -1.17200 1.44334 1.37761
H 1.18745 -0.15851 0.67192
H 0.24141 2.32329 -2.68818
H 0.03109 2.40161 -0.78242
```

Here are the Löwdin charges for atoms 1 to 2, given in e:
1. O 0.0064
2. O -0.0202


(2)
The ion C6H11N4OS with charge -1 at a distorted geometry, computed with the ωB97M-V functional and the def2-TZVPD basis.

Computed properties:
ΔE to the lowest compared entry with this formula, charge and spin, kcal per mole: 6.7
HOMO level, eV: -1.6
Net charge: -1
SMILES: CC(C)n1ccc(N([O-])SN)n1
Kohn-Sham gap, Ha: 0.1793
LUMO level, eV: 3.25

The geometry in XYZ format:
```
23
C6H11N4OS, DFT the ωB97M-V functional and the def2-TZVPD basis
S -3.27365 1.11075 -0.56842
O -3.76016 -1.46254 -0.07233
N 0.58055 -0.47893 0.28935
N -2.89410 -0.52180 -0.38738
N -3.27699 1.89701 1.06215
N -0.51050 0.06813 -0.28267
C -1.49310 -0.79514 0.00802
C 2.71890 -0.70535 -0.87714
C -1.06287 -1.94998 0.59353
C 1.92547 0.18338 0.06608
C 1.68538 1.57785 -0.56819
C 0.31448 -1.74286 0.73203
H 2.64317 2.16439 -0.43500
H 2.40443 0.18181 1.06827
H -2.61275 2.65863 1.07064
H -4.23174 2.13826 1.49123
H 1.55423 1.40742 -1.67220
H 3.19290 -1.58078 -0.47619
H -1.59741 -2.74879 0.82266
H 2.10716 -0.88558 -1.68076
H 3.50168 -0.12673 -1.42912
H 1.11105 -2.44786 1.20180
H 0.97387 2.05871 0.04363
```

Here are the Löwdin charges for atoms 1 to 2, given in e:
1. S 0.7393
2. O -0.3771


(3)
A structure of composition C21H45N2P3RuSSe at a distorted geometry, computed with the ωB97M-V functional and the def2-TZVPD basis.

Computed properties:
ΔE to the lowest compared entry with this formula, charge and spin, kcal per mole: 6.9
HOMO level (spin up / spin down), eV: -17.6 / -20.1
Net charge: +4
Kohn-Sham gap (spin up / spin down), Ha: 0.2110 / 0.1632
LUMO level (spin up / spin down), eV: -11.85 / -15.64
2S+1: 5

The geometry in XYZ format:
```
74
C21H45N2P3RuSSe, DFT the ωB97M-V functional and the def2-TZVPD basis
Ru -0.12462 0.43239 0.37229
Se 0.00093 -1.24322 -2.63325
S -0.95337 -1.80214 0.67495
P -1.76477 1.73284 -0.30121
P -0.46104 0.83300 2.53020
P 1.37481 2.08363 0.00705
N -3.04583 -1.60137 -0.99148
N -3.51321 -2.28352 1.16946
C 1.53973 3.63795 1.01515
C -1.21602 2.35507 3.22600
C -2.61600 -1.88054 0.25822
C 5.70904 -3.74598 0.73014
C 6.20189 -4.21128 -0.42819
C 2.49074 -2.18248 -1.61850
C 1.16204 0.72760 3.38662
C 4.08108 -1.22664 -3.71960
C -3.41096 1.34182 0.37256
C 3.84940 -2.44203 -1.63818
C -1.40900 -0.39027 3.52557
C -1.78232 3.56106 -0.07507
C -4.96966 -2.15252 0.99706
C -2.10997 1.65680 -2.09229
C 2.70531 -0.98775 -3.73209
C 3.05290 1.35918 0.11551
C -4.34655 -2.10494 -1.42868
C 4.65451 -1.95610 -2.66674
C 1.89896 -1.45417 -2.66257
C 1.36958 2.66388 -1.74081
C -5.39588 -1.75368 -0.41492
H 1.61357 -0.24707 3.13965
H -4.55970 -1.65724 -2.39547
H -2.51173 0.67200 -2.34787
H -1.67901 3.84334 0.97884
H -0.63111 3.24618 2.97327
H 6.33104 -3.19033 1.43471
H -2.24918 2.47371 2.87468
H 1.89047 -2.58116 -0.79751
H -2.85016 2.43081 -2.32934
H -2.47509 -0.37232 3.25083
H 5.72174 -2.13771 -2.63769
H 1.83928 1.53585 3.07248
H -4.04111 2.23085 0.24950
H 4.71232 -3.99252 1.04992
H -5.37491 -1.42897 1.71694
H -0.99961 -1.40082 3.38671
H 1.31217 1.78775 -2.40632
H 0.98281 0.79594 4.47153
H -0.99951 4.06513 -0.65329
H 0.66404 4.29530 0.87845
H -2.76302 3.90195 -0.44137
H -3.82685 0.50610 -0.19764
H 4.71842 -0.86797 -4.51866
H 2.30465 3.21322 -1.94117
H -4.29881 -3.18327 -1.59618
H 7.27043 -4.19271 -0.66634
H 2.22446 -0.45976 -4.56163
H -3.37607 1.06815 1.43160
H -3.14407 -2.47326 2.10381
H -5.44107 -3.10286 1.26240
H 4.28045 -3.04025 -0.84043
H 0.01185 0.00866 -1.67909
H 0.52291 3.33463 -1.95713
H 5.57220 -4.73280 -1.14884
H -5.61793 -0.68372 -0.45912
H -2.27083 -1.52850 -1.65939
H -1.31342 -0.09518 4.58212
H 1.64408 3.39823 2.08588
H 2.44407 4.17760 0.67937
H -1.24248 2.24038 4.31979
H 3.18774 0.89044 1.10032
H -6.32995 -2.26242 -0.67508
H 3.17093 0.58803 -0.65862
H 3.81286 2.14565 -0.01707
H -1.20861 1.81436 -2.69473
```

Here are the Löwdin charges for atoms 1 to 2, given in e:
1. Ru 0.2836
2. Se 1.1579


(4)
A structure of composition C2H4LaO2 at a distorted geometry, computed with the ωB97M-V functional and the def2-TZVPD basis.

Computed properties:
ΔE to the lowest compared entry with this formula, charge and spin, kcal per mole: 0.0
HOMO level (spin up / spin down), eV: -15.7 / -17.4
Net charge: +2
Kohn-Sham gap (spin up / spin down), Ha: 0.2272 / 0.2928
LUMO level (spin up / spin down), eV: -9.52 / -9.45
2S+1: 2

The geometry in XYZ format:
```
9
C2H4LaO2, DFT the ωB97M-V functional and the def2-TZVPD basis
La -0.54986 2.38266 1.08542
O -1.32394 0.43468 -0.45935
O 0.83051 0.33784 0.77773
C 0.63112 -0.68859 -0.17269
C -0.63748 -0.63478 -0.84646
H 1.45629 -0.84379 -0.88124
H -2.17004 0.51985 -0.92049
H 0.10031 -1.75180 0.16429
H 1.66310 0.24392 1.25280
```

Here are the Löwdin charges for atoms 1 to 2, given in e:
1. La 1.9284
2. O -0.1444


(5)
A cluster of 3 separate species, C15H34IN6O4 in total at a distorted geometry, computed with the ωB97M-V functional and the def2-TZVPD basis.

Computed properties:
HOMO level, eV: -10.8
Net charge: +1
Kohn-Sham gap, Ha: 0.2748
LUMO level, eV: -3.36

The geometry in XYZ format:
```
60
C15H34IN6O4, DFT the ωB97M-V functional and the def2-TZVPD basis
I 4.72508 0.53986 0.94613
O -3.78851 -1.19968 -3.27628
O -3.38278 -1.65389 1.57646
O -0.11221 0.70437 0.31026
O 7.17843 0.93947 1.36023
N 3.09110 1.81304 0.68760
N 9.27567 1.81826 1.48530
N -5.26264 -0.79305 2.54105
N 1.96552 0.81250 2.60067
N 0.88779 2.52555 1.51572
N -4.61987 -2.14768 -5.17616
C -0.12257 1.42507 1.53051
C 7.93452 1.89179 1.49333
C -4.51832 -1.99545 -3.83527
C -3.80708 -1.31004 -6.03939
C -4.59039 -1.50846 1.60948
C -0.98754 -0.46269 0.42812
C -6.70709 -0.66304 2.51697
C -0.84275 -0.54718 -2.10966
C 2.10013 1.72892 1.51997
C 0.48752 0.59295 2.71262
C -4.51308 -0.13692 3.59551
C 9.90755 0.52099 1.30712
C 10.11114 2.99390 1.64907
C -5.51371 -3.11963 -5.77498
C -1.84919 -0.59353 -0.87568
H -3.80492 0.56703 3.15212
H 9.50169 3.88829 1.77172
H -5.18701 0.39564 4.26358
H 0.09100 -1.05815 -1.78191
H -2.55142 0.27847 -0.88549
H -6.05517 -3.67126 -5.00749
H -2.38257 -1.56537 -0.85315
H -3.99743 -1.54716 -7.08433
H -1.64134 -0.38311 1.32384
H -6.23133 -2.60265 -6.41576
H -7.12987 -1.20629 1.67306
H -0.01980 0.96273 3.63449
H 10.74020 2.86700 2.53188
H -2.75160 -1.47332 -5.81305
H -1.34967 -1.04758 -2.95963
H 2.42553 1.05447 3.47256
H -6.97265 0.39279 2.43056
H 9.59386 0.09381 0.35319
H 9.59093 -0.14865 2.10848
H -3.95224 -0.88446 4.16026
H 7.55686 2.91604 1.63411
H 10.99035 0.62302 1.32296
H 3.02316 2.50074 -0.05586
H -4.93204 -3.82221 -6.37572
H 10.74308 3.11091 0.76691
H 0.89271 2.93190 0.57244
H -0.30910 -1.35322 0.46557
H -5.17530 -2.67701 -3.27164
H -1.08504 1.95886 1.69399
H -7.12068 -1.06610 3.44381
H -4.04346 -0.26080 -5.85270
H 0.35491 -0.50819 2.72756
H -0.60835 0.52331 -2.30074
H -5.25004 -1.96490 0.85568
```

Here are the Löwdin charges for atoms 1 to 2, given in e:
1. I 1.2253
2. O 0.0047


(6)
The molecule C4H3NO2, computed with the ωB97M-V functional and the def2-TZVPD basis.

Computed properties:
ΔE to the lowest compared entry with this formula, charge and spin, kcal per mole: 48.7
HOMO level, eV: -10.5
SMILES: O=Cc1ccon1
Kohn-Sham gap, Ha: 0.3899
LUMO level, eV: 0.11

The geometry in XYZ format:
```
10
C4H3NO2, DFT the ωB97M-V functional and the def2-TZVPD basis
O 1.59357 -1.10026 0.03998
O -2.22153 1.05049 -0.93787
N 0.42682 -1.22277 -0.65643
C 1.54770 0.01143 0.79416
C 0.37988 0.66388 0.59697
C -0.29274 -0.17703 -0.32953
C -1.67276 -0.02190 -0.85587
H 2.40455 0.18725 1.42834
H -2.17879 -0.96561 -1.12362
H 0.01330 1.57452 1.04387
```

Here are the Löwdin charges for atoms 1 to 2, given in e:
1. O -0.0247
2. O 0.0715


Copy entry 1 word for word.
A cluster of 2 separate species, C3H5N2O3 in total at a distorted geometry, computed with the ωB97M-V functional and the def2-TZVPD basis.

Computed properties:
ΔE to the lowest compared entry with this formula, charge and spin, kcal per mole: 207.3
HOMO level (spin up / spin down), eV: -2.4 / -2.4
Net charge: -1
Kohn-Sham gap (spin up / spin down), Ha: 0.2229 / 0.2228
LUMO level (spin up / spin down), eV: 3.66 / 3.66

The geometry in XYZ format:
```
13
C3H5N2O3, DFT the ωB97M-V functional and the def2-TZVPD basis
O 0.96479 -2.69095 0.86273
O -0.97046 -3.18507 1.69175
O -0.18336 1.21938 1.31592
N -0.64667 -1.06608 1.18338
N -0.15624 -2.36921 1.24886
C 0.06835 1.79295 -1.70760
C 0.27808 0.46109 -1.61876
C 0.13487 -0.08309 1.05050
H 0.22270 -0.08875 -2.60572
H -1.17200 1.44334 1.37761
H 1.18745 -0.15851 0.67192
H 0.24141 2.32329 -2.68818
H 0.03109 2.40161 -0.78242
```

Here are the Löwdin charges for atoms 1 to 2, given in e:
1. O 0.0064
2. O -0.0202